# C4H12N2O

2 unconnected molecules or ions with the total composition C4H12N2O in a non-equilibrium geometry (ωB97M-V/def2-TZVPD, OMol25).

```
! RIJCOSX wB97M-V def2-TZVPD def2/J DEFGRID3
* xyz 0 1
C -1.939 -0.993 1.565
C -1.587 -0.602 0.122
C -0.218 0.042 -0.088
C 0.000 1.095 -0.916
N 0.910 0.998 -2.074
N 0.805 -0.817 0.373
H -2.860 -1.585 1.565
H -1.194 -1.631 2.046
H -2.080 -0.098 2.197
H -1.599 -1.528 -0.452
H -2.414 0.030 -0.256
H -0.267 2.128 -0.679
H 0.765 1.763 -2.714
H 0.577 0.153 -2.518
H 0.585 -1.497 1.080
H 1.263 -1.293 -0.406
H 2.445 1.251 -0.074
H 3.863 1.308 0.479
O 2.947 1.277 0.752
*
```

Output
Max |F| = 0.04895 hartree/bohr
ΔE to the lowest compared entry with this formula, charge and spin = 77.75 kcal per mole
LUMO energy = 0.033 Ha
E_HOMO = -7.03 eV
HOMO-LUMO gap = 7.93 eV

# C4H12N2O

2 unconnected molecules or ions with the total composition C4H12N2O in a non-equilibrium geometry (ωB97M-V/def2-TZVPD, OMol25).

```
! RIJCOSX wB97M-V def2-TZVPD def2/J DEFGRID3
* xyz 0 1
C -1.568 1.395 -0.027
O -2.574 -0.919 -0.175
C -0.314 0.767 0.353
C 0.206 -0.081 -0.922
C 1.327 -1.018 -0.554
N 2.430 -0.319 0.128
N -0.382 -0.245 1.422
H -2.155 1.844 0.772
H -1.505 2.060 -0.888
H 0.611 1.327 0.559
H -0.655 -0.652 -1.258
H 0.441 0.671 -1.682
H 0.897 -1.656 0.211
H 1.684 -1.562 -1.430
H 2.694 -0.836 0.955
H 3.266 -0.202 -0.427
H -2.376 0.030 -0.282
H -1.183 -0.813 1.036
H -0.844 0.209 2.208
*
```

Output
Max |F| = 0.06931 hartree/bohr
ΔE to the lowest compared entry with this formula, charge and spin = 158.43 kcal per mole
LUMO energy = -0.099 Ha
E_HOMO = -9.09 eV
HOMO-LUMO gap = 6.40 eV